Molecular formula: C3H6O
Method: DFT, ωB97M-V/def2-TZVPD

Values from the calculation:
2S+1: 1
Energy above the lowest of the compared OMol25 structures with the same formula, charge and spin: 37.9 kcal per mole
E_LUMO: 0.969 eV
Total charge: 0
Kohn-Sham gap: 10.40 eV
E: -5254.0524 eV
SMILES string: OC1CC1

XYZ file:
```
10
C3H6O (ωB97M-V/def2-TZVPD)
O -1.0484 0.8154 1.0144
C 0.1278 0.5292 0.3474
C 0.3654 -0.9045 0.0502
C -0.1172 -0.0184 -1.0819
H -0.7093 1.0079 1.9801
H 0.9463 1.2066 0.5661
H -0.3842 -1.6706 0.2085
H 1.3785 -1.2220 0.0055
H 0.6425 0.3460 -1.7589
H -1.2014 -0.0895 -1.3313
```

These are the Löwdin partial charges, in e, on atoms 1 to 5: atom 1 (O): -0.06, atom 2 (C): -0.41, atom 3 (C): -0.13, atom 4 (C): -0.09, atom 5 (H): 0.15

=====

Molecular formula: C6H14O
Method: DFT, ωB97M-V/def2-TZVPD

Values from the calculation:
2S+1: 1
Energy above the lowest of the compared OMol25 structures with the same formula, charge and spin: 19.6 kcal per mole
E_LUMO: 1.150 eV
Total charge: 0
Kohn-Sham gap: 10.94 eV
E: -8496.0434 eV
SMILES string: CCCCCOC

XYZ file:
```
21
C6H14O (ωB97M-V/def2-TZVPD)
C -3.2010 -0.6956 -0.8980
C -2.2463 -0.2572 0.2077
C -1.0152 0.4802 -0.3350
C 0.2389 0.3326 0.5322
C 1.5191 0.5024 -0.2732
O 2.6125 0.0619 0.4952
C 3.7713 -0.1132 -0.2764
H -4.0646 -1.2269 -0.4826
H -2.6881 -1.3761 -1.5866
H -3.5702 0.1553 -1.4841
H -2.7859 0.3634 0.9324
H -1.9202 -1.1521 0.7543
H -0.7949 0.0722 -1.3313
H -1.2522 1.5396 -0.4955
H 0.2628 -0.6807 0.9511
H 0.2268 1.0252 1.3840
H 1.4505 -0.1076 -1.1914
H 1.6676 1.5478 -0.5951
H 3.5803 -0.7772 -1.1360
H 4.5264 -0.5784 0.3627
H 4.1660 0.8408 -0.6637
```

These are the Löwdin partial charges, in e, on atoms 1 to 5: atom 1 (C): -0.13, atom 2 (C): -0.27, atom 3 (C): -0.23, atom 4 (C): -0.18, atom 5 (C): -0.26

=====

Molecular formula: C17H23LaN9O8S2
Method: DFT, ωB97M-V/def2-TZVPD

Values from the calculation:
2S+1: 1
Energy above the lowest of the compared OMol25 structures with the same formula, charge and spin: 0.0 kcal per mole
E_LUMO: -3.004 eV
Total charge: +1
Kohn-Sham gap: 8.88 eV
E: -70319.5871 eV

XYZ file:
```
60
C17H23LaN9O8S2 (ωB97M-V/def2-TZVPD)
La -1.5162 -2.0188 0.4003
N -5.9004 -0.9192 0.8677
C -5.6184 0.4295 0.8330
C -4.3346 0.5300 0.4040
N -3.8237 -0.7283 0.1690
C -4.7926 -1.5710 0.4679
C -4.6078 -3.0144 0.3611
N -3.5900 -3.5335 -0.3036
C -3.6740 -4.8952 -0.1015
C -4.7532 -5.1805 0.6697
N -5.3447 -3.9695 0.9524
H -6.7787 -1.3316 1.1332
H -6.3523 1.1651 1.1081
H -3.7448 1.4164 0.2494
H -2.9633 -5.5782 -0.5325
H -5.1543 -6.1062 1.0404
H -6.1052 -3.8345 1.5972
C 5.4929 2.1993 -2.8976
C 5.4174 3.2578 -1.8146
S 3.8482 4.0561 -1.6101
O 3.9951 5.0431 -0.5783
O 3.3155 4.4209 -2.8981
C 2.7667 2.7710 -0.9892
C 1.3605 3.3364 -0.8375
N 0.5086 2.4006 -0.0928
C -0.0782 1.3168 -0.6421
N -0.6973 0.5817 0.2694
C -0.4912 1.1992 1.4807
C 0.2470 2.3162 1.2615
N 0.6322 3.3002 2.2463
O 0.9136 4.4154 1.8621
O 0.6272 2.9207 3.3929
C -0.0235 0.9879 -2.0905
H 6.5289 1.8787 -2.9993
H 5.1561 2.5886 -3.8568
H 4.9028 1.3139 -2.6545
H 6.0815 4.0981 -2.0298
H 5.6967 2.8780 -0.8301
H 3.1413 2.4287 -0.0231
H 2.8018 1.9527 -1.7100
H 0.8859 3.5080 -1.8011
H 1.3793 4.2754 -0.2967
H -0.8600 0.8130 2.4167
H -0.3097 1.8340 -2.7154
H -0.7235 0.1794 -2.2960
H 0.9716 0.6597 -2.3940
N 1.8216 -1.9284 1.1421
C 3.1373 -2.0791 0.9553
C 3.3440 -2.2770 -0.3952
C 2.0624 -2.2511 -0.9482
N 1.1394 -2.0372 -0.0125
H 1.2944 -1.8277 2.0090
H 3.8160 -2.0382 1.7904
H 4.2846 -2.4398 -0.8893
H 1.7683 -2.3823 -1.9779
O -0.5986 -1.6969 2.6826
S -1.4276 -2.9539 2.9422
O -2.8022 -2.5130 2.5486
O -1.0108 -3.8141 1.7514
O -1.2619 -3.5531 4.2140
```

These are the Löwdin partial charges, in e, on atoms 1 to 5: atom 1 (La): 2.09, atom 2 (N): 0.14, atom 3 (C): -0.04, atom 4 (C): -0.10, atom 5 (N): -0.02

=====

Molecular formula: H4S2Si
Method: DFT, ωB97M-V/def2-TZVPD

Values from the calculation:
2S+1: 1
Energy above the lowest of the compared OMol25 structures with the same formula, charge and spin: 29.1 kcal per mole
E_LUMO: 0.385 eV
Total charge: 0
Kohn-Sham gap: 9.17 eV
E: -29612.4957 eV
SMILES string: [SiH3]SS

XYZ file:
```
7
H4S2Si (ωB97M-V/def2-TZVPD)
Si 0.2551 -1.1033 0.3705
S -1.3215 0.0916 -0.4338
S -0.1056 1.6268 -1.0603
H 1.3209 -0.8170 -0.5805
H 0.6711 -0.1311 1.4668
H -0.2271 -2.4180 0.5841
H -0.5929 2.7510 -0.3469
```

These are the Löwdin partial charges, in e, on atoms 1 to 5: atom 1 (Si): 0.27, atom 2 (S): 0.02, atom 3 (S): 0.17, atom 4 (H): -0.12, atom 5 (H): -0.08